This record from the OMol25 dataset describes a 5-piece molecular cluster, C30H64NO4 overall. The level of theory is wB97M-V/def2-TZVPD.

```
99
Properties=species:S:1:pos:R:3:mulliken_charge:R:1
C 4.281 -4.425 -0.055 -1.02
C 4.646 -4.195 -1.553 -0.19
C 5.986 -3.475 -1.778 -0.82
C 5.933 -1.929 -1.831 -0.78
C 5.116 -1.235 -0.728 -0.41
C 3.596 -1.117 -0.976 0.40
C 3.193 -0.433 -2.297 -0.58
C 1.748 -0.844 -2.692 -0.84
C 0.780 -0.775 -1.499 -0.75
C -0.713 -0.744 -1.885 -0.12
C -1.524 -0.164 -0.690 -0.86
C -2.942 -0.784 -0.620 -0.54
C -3.031 -2.029 0.317 -1.18
C -3.132 -3.281 -0.513 0.73
C -2.058 -4.046 -0.889 -0.54
C -2.255 -5.148 -1.688 -0.33
C -3.537 -5.494 -2.091 -0.66
C -4.578 -4.731 -1.687 -0.10
N -4.342 -3.657 -0.925 0.17
H 4.152 -5.492 0.150 0.35
H 3.327 -3.964 0.222 0.15
H 5.079 -4.024 0.573 0.28
H 4.747 -5.194 -1.996 0.43
H 3.805 -3.720 -2.067 0.08
H 6.338 -3.793 -2.769 0.32
H 6.746 -3.840 -1.079 0.36
H 6.971 -1.599 -1.685 0.36
H 5.673 -1.589 -2.837 0.31
H 5.520 -0.224 -0.599 -0.06
H 5.240 -1.737 0.238 0.27
H 3.085 -2.073 -0.842 -0.46
H 3.206 -0.481 -0.169 0.37
H 3.884 -0.621 -3.120 0.33
H 3.155 0.654 -2.145 0.36
H 1.348 -0.189 -3.475 0.44
H 1.792 -1.868 -3.089 0.24
H 0.918 -1.656 -0.860 0.24
H 1.011 0.102 -0.880 0.36
H -1.062 -1.781 -1.979 0.09
H -0.918 -0.210 -2.817 0.37
H -1.521 0.927 -0.714 0.34
H -0.990 -0.487 0.213 0.27
H -3.243 -1.022 -1.648 0.40
H -3.650 -0.022 -0.279 0.46
H -3.943 -1.976 0.920 0.39
H -2.148 -2.066 0.954 0.60
H -1.054 -3.794 -0.569 0.44
H -1.409 -5.742 -2.013 0.45
H -3.722 -6.345 -2.733 0.41
H -5.602 -4.956 -1.958 0.39
H -5.134 -3.069 -0.649 0.06
C -8.899 -0.279 -1.290 -1.36
C -7.422 -0.559 -1.490 0.56
C -7.095 -0.791 -2.956 -1.27
O -7.044 -1.716 -0.720 -0.58
H -9.505 -1.129 -1.620 0.42
H -9.120 -0.123 -0.234 0.35
H -9.209 0.606 -1.846 0.29
H -6.836 0.279 -1.113 0.17
H -7.642 -1.658 -3.341 0.34
H -6.030 -1.000 -3.084 0.28
H -7.354 0.079 -3.558 0.40
H -7.561 -2.463 -1.044 0.35
C 6.549 2.708 1.141 -1.32
C 6.694 1.416 1.929 0.60
C 7.184 1.687 3.342 -1.25
O 7.603 0.542 1.260 -0.53
H 7.514 3.216 1.054 0.33
H 6.204 2.501 0.126 0.36
H 5.842 3.387 1.620 0.36
H 5.732 0.899 1.967 0.22
H 8.168 2.164 3.325 0.40
H 7.292 0.752 3.897 0.38
H 6.494 2.337 3.882 0.14
H 8.459 0.981 1.217 0.34
C -8.592 5.323 -2.267 -1.37
C -8.582 4.046 -1.444 0.48
C -8.267 4.332 0.016 -1.28
O -7.614 3.135 -1.977 -0.48
H -7.611 5.807 -2.239 0.36
H -8.811 5.103 -3.313 0.33
H -9.337 6.028 -1.896 0.38
H -9.552 3.553 -1.520 0.26
H -7.277 4.785 0.115 0.34
H -8.256 3.407 0.594 0.30
H -9.003 5.007 0.455 0.38
H -6.750 3.556 -1.918 0.32
C 5.105 5.454 7.129 -1.27
C 4.916 4.583 5.897 0.39
C 4.637 3.137 6.281 -1.21
O 6.083 4.649 5.076 -0.54
H 5.959 5.109 7.718 0.35
H 5.311 6.486 6.840 0.32
H 4.218 5.441 7.764 0.37
H 4.089 4.969 5.298 0.25
H 5.477 2.719 6.843 0.31
H 4.510 2.521 5.389 0.27
H 3.736 3.056 6.891 0.42
H 6.825 4.313 5.590 0.36
```

Properties
**Gap between HOMO and LUMO**: 7.463 eV
**LUMO**: -3.862 eV
**Total charge**: +1